{
  "formula": "C32H33FN3O6S4W",
  "method": "ωB97M-V with the def2-TZVPD basis set",
  "elements": ["W", "C", "C", "N", "C", "C", "S", "C", "C", "S", "C", "N", "C", "H", "H", "H", "H", "H", "H", "H", "H", "O", "S", "O", "O", "C", "C", "C", "C", "C", "C", "S", "O", "O", "O", "H", "H", "H", "H", "C", "C", "C", "C", "C", "C", "C", "C", "C", "C", "C", "C", "N", "C", "C", "C", "C", "C", "C", "F", "H", "H", "H", "H", "H", "H", "H", "H", "H", "H", "H", "H", "H", "H", "H", "H", "H", "H", "H", "H", "H"],
  "xyz": [[-0.3820, -0.7986, -0.1983], [-0.5759, -3.3781, 2.5827], [-1.7527, -2.7377, 1.9343], [-1.7814, -1.6599, 1.1708], [-3.0847, -1.3709, 0.7590], [-4.0211, -2.2261, 1.2012], [-3.2893, -3.4075, 2.1834], [-3.2870, -0.2648, -0.1662], [-4.4609, 0.1434, -0.6814], [-4.1744, 1.3997, -1.7880], [-2.5032, 1.3078, -1.5372], [-2.1672, 0.4008, -0.6432], [-1.6277, 2.2553, -2.2827], [0.3307, -2.8163, 2.4161], [-0.4397, -4.3782, 2.1688], [-0.7528, -3.4672, 3.6548], [-5.0773, -2.2337, 0.9844], [-5.4519, -0.2216, -0.4653], [-2.2134, 3.1135, -2.6090], [-1.2152, 1.7743, -3.1677], [-0.8094, 2.6153, -1.6670], [-1.8747, -4.0455, -0.8888], [-1.7823, -3.2177, -2.0543], [-2.8988, -3.2415, -2.9472], [-1.4394, -1.7531, -1.6975], [-0.3021, -3.5287, -3.0238], [-0.4962, -3.8615, -4.3555], [0.5665, -3.8357, -5.2474], [1.8221, -3.4340, -4.8280], [2.0360, -3.0954, -3.5017], [0.9854, -3.1521, -2.5965], [1.4886, -2.7568, -0.9390], [0.3036, -2.8227, -0.0181], [2.5814, -3.5935, -0.6017], [1.7476, -1.2853, -0.8965], [-1.4949, -4.1169, -4.6820], [0.4037, -4.1130, -6.2809], [2.6436, -3.3884, -5.5309], [3.0233, -2.8120, -3.1572], [-1.2904, 4.4317, 1.2269], [-1.3541, 2.9112, 1.3828], [-2.7292, 2.4721, 1.8958], [-0.2623, 2.3685, 2.2792], [-0.1561, 2.9091, 3.5570], [0.8315, 2.4916, 4.4245], [1.7301, 1.5288, 4.0024], [1.6729, 0.9507, 2.7350], [2.7598, -0.0887, 2.4570], [2.1749, -1.4929, 2.3530], [3.7108, 0.2132, 1.2974], [0.6331, 1.3634, 1.8748], [0.5630, 0.8376, 0.5132], [1.3041, 1.5896, -0.4461], [2.1079, 2.6902, -0.1505], [2.8406, 3.3349, -1.1378], [2.7949, 2.9155, -2.4593], [1.9675, 1.8529, -2.7966], [1.2584, 1.2582, -1.7916], [0.3438, 0.2737, -2.1540], [-2.0422, 4.7675, 0.5073], [-0.3089, 4.7515, 0.8690], [-1.4898, 4.9466, 2.1681], [-1.1972, 2.4844, 0.4022], [-2.9210, 2.8981, 2.8829], [-2.7893, 1.3869, 1.9934], [-3.5264, 2.8094, 1.2255], [-0.8551, 3.6771, 3.8679], [0.9134, 2.9213, 5.4151], [2.5198, 1.2130, 4.6741], [3.3760, -0.0833, 3.3561], [1.4543, -1.5294, 1.5444], [1.6667, -1.7716, 3.2788], [2.9481, -2.2333, 2.1380], [3.2558, 0.0320, 0.3244], [4.5809, -0.4416, 1.3774], [4.0667, 1.2432, 1.3323], [2.1664, 3.0354, 0.8734], [3.4617, 4.1766, -0.8612], [3.3824, 3.4101, -3.2208], [1.8595, 1.4990, -3.8140]],
  "lowdin_charge": [1.8194, -0.0511, -0.5805, -0.0580, -0.3310, -0.2857, 1.1841, -0.3456, -0.2871, 1.1799, -0.5852, -0.0590, -0.0464, 0.0250, 0.1098, 0.1010, 0.0996, 0.0988, 0.0914, 0.0987, 0.0741, -0.2743, 0.5651, -0.2596, -0.4743, -0.2030, -0.0339, -0.0365, -0.0425, -0.0444, -0.2308, 0.5763, -0.4455, -0.1971, -0.3786, 0.1203, 0.1189, 0.1181, 0.1273, -0.0460, -0.3798, -0.0417, -0.1438, -0.0288, -0.0497, -0.0261, -0.1236, -0.3401, -0.0618, -0.0409, -0.1649, -0.1010, -0.2450, -0.0092, -0.0525, -0.0562, 0.0050, -0.2485, -0.0467, 0.0831, 0.0832, 0.0789, 0.0721, 0.0878, 0.0709, 0.0816, 0.1159, 0.1129, 0.1167, 0.1235, 0.0044, 0.0891, 0.1052, 0.0553, 0.0913, 0.0833, 0.1268, 0.1152, 0.1136, 0.1329],
  "total_charge": 1,
  "lumo_energy_ev": [-3.54, -3.58],
  "multiplicity": 3,
  "e_tot_ha": -3614.47934,
  "relative_energy_kcal_mol": 0.9,
  "molar_mass_g_mol": 886.7
}